No. 1
{"formula": "C33H71BrClIN9O7P2S2", "method": "ωB97M-V/def2-TZVPD", "homo_ev": -10.75, "total_charge": 1, "lumo_ev": -3.50, "energy_ev": -194022.5885, "orbital_gap_ev": 7.3, "elements": ["C", "C", "C", "C", "C", "N", "C", "N", "Br", "P", "C", "O", "N", "C", "C", "C", "C", "C", "N", "C", "Cl", "I", "C", "C", "C", "C", "S", "C", "S", "N", "C", "C", "N", "C", "P", "O", "O", "O", "H", "H", "H", "H", "H", "H", "H", "H", "H", "H", "H", "H", "H", "H", "H", "H", "H", "H", "H", "H", "H", "H", "H", "H", "H", "H", "H", "H", "H", "H", "H", "H", "H", "H", "H", "H", "H", "H", "C", "C", "C", "O", "C", "N", "H", "H", "H", "H", "H", "H", "H", "H", "H", "H", "H", "C", "C", "C", "O", "C", "N", "H", "H", "H", "H", "H", "H", "H", "H", "H", "H", "H", "C", "C", "C", "O", "C", "N", "H", "H", "H", "H", "H", "H", "H", "H", "H", "H", "H"], "xyz": [[0.7618, -1.9020, -4.3848], [1.5528, -1.1985, -3.2628], [0.6743, -1.0155, -2.0171], [0.9077, 0.2659, -1.1951], [1.8847, 0.0366, -0.0297], [-0.3266, 1.0091, -0.8749], [-0.2896, 2.3629, -0.6101], [-0.0419, 3.2558, -1.5488], [-0.0719, 5.0649, -1.1011], [0.3028, 3.0994, -3.3129], [-0.3875, 1.5224, -3.9360], [1.9274, 2.8330, -3.2666], [-0.6433, 2.5601, 0.6903], [0.0379, 3.5103, 1.5845], [1.5724, 3.6095, 1.4193], [2.3259, 3.2147, 2.6896], [2.0969, 4.1732, 3.8443], [3.0848, 3.9985, 4.9842], [2.9035, 2.6997, 5.6278], [-1.2791, 1.3678, 1.2100], [-2.8174, 1.8217, 2.0073], [-0.2324, 0.3594, 2.8269], [-1.4812, 0.5234, -0.1147], [-2.7341, 1.1566, -0.8408], [-4.0670, 0.3827, -0.8460], [-4.3349, -0.2218, -2.2530], [-5.6160, -1.4741, -2.1409], [-4.8721, -2.9274, -2.7661], [-3.5878, -2.9472, -3.7731], [-5.5127, -4.0728, -2.3576], [-6.1123, -4.3448, -1.1292], [-6.6098, -5.6028, -1.2244], [-6.3502, -6.1450, -2.4793], [-5.7021, -5.2223, -3.1201], [-1.7316, -1.2557, 0.2591], [-2.6626, -1.4318, 1.3742], [-2.3159, -1.9197, -1.0628], [-0.3450, -1.9924, 0.5619], [0.6795, -1.3105, -5.2934], [1.2828, -2.8073, -4.6796], [-0.2359, -2.1683, -4.0501], [2.0020, -0.2738, -3.6221], [2.3841, -1.8544, -3.0249], [1.0015, -1.8169, -1.3631], [-0.3756, -1.1446, -2.2579], [1.4818, 0.9167, -1.8521], [1.7994, 0.8165, 0.7173], [2.8922, 0.1276, -0.4353], [1.8172, -0.9611, 0.3868], [0.4043, 0.9951, -4.4596], [-1.0981, 1.8160, -4.7059], [-0.9146, 0.8830, -3.2387], [2.1333, 2.3023, -4.0485], [-0.2067, 3.3302, 2.6231], [-0.3657, 4.4967, 1.3945], [1.8170, 4.6575, 1.2585], [1.9543, 3.0713, 0.5526], [2.1393, 2.1824, 2.9694], [3.3881, 3.2568, 2.4281], [2.0647, 5.2133, 3.5129], [1.1113, 3.9677, 4.2684], [2.8345, 4.7535, 5.7270], [4.1134, 4.2026, 4.6808], [2.9289, 2.7574, 6.6312], [3.5436, 1.9974, 5.2941], [-2.4410, 1.2598, -1.8826], [-2.9259, 2.1630, -0.4892], [-4.8605, 1.1158, -0.7144], [-4.2041, -0.3313, -0.0423], [-3.4289, -0.6095, -2.7019], [-4.7196, 0.5926, -2.8589], [-6.1543, -3.6793, -0.2902], [-7.1465, -6.1181, -0.4508], [-5.3115, -5.2097, -4.1220], [-2.0044, -2.8304, -1.1686], [-0.5723, -2.8444, 0.9726], [1.0369, -5.9316, 5.3012], [-0.0052, -4.9428, 4.7896], [-0.5912, -5.2943, 3.4100], [0.2502, -5.0107, 2.2995], [1.2392, -5.9920, 2.0209], [0.5729, -3.5961, 4.7970], [2.0016, -5.8008, 4.8108], [1.1983, -5.7855, 6.3683], [0.7117, -6.9625, 5.1500], [-0.8410, -4.9571, 5.4944], [-1.4783, -4.6726, 3.2583], [-0.9274, -6.3379, 3.3762], [0.8766, -6.9991, 2.2400], [2.1552, -5.7988, 2.5829], [1.4797, -5.9327, 0.9585], [-0.1636, -2.9467, 4.5404], [1.2266, -3.5461, 4.0195], [0.0136, 10.0883, 1.1233], [0.7276, 8.8903, 0.5074], [2.2501, 9.0560, 0.4006], [2.6790, 9.8991, -0.6446], [2.6386, 11.2889, -0.3628], [0.1179, 8.5944, -0.7958], [-0.0808, 10.9141, 0.4197], [-0.9954, 9.8096, 1.4257], [0.5406, 10.4491, 2.0079], [0.5489, 8.0322, 1.1657], [2.6813, 8.0748, 0.1758], [2.6811, 9.3785, 1.3575], [2.8731, 11.4940, 0.6851], [1.6659, 11.7165, -0.6146], [3.3874, 11.7722, -0.9883], [0.5198, 7.7374, -1.1612], [0.4314, 9.3067, -1.4501], [0.2810, -6.0410, -3.2843], [0.6470, -5.1895, -2.0736], [2.1090, -5.3359, -1.6274], [2.3975, -6.5237, -0.9247], [2.6238, -7.6698, -1.7298], [-0.2892, -5.4801, -0.9810], [0.1425, -7.0886, -3.0214], [-0.6572, -5.6936, -3.7171], [1.0495, -5.9797, -4.0576], [0.5048, -4.1409, -2.3620], [2.3290, -4.5246, -0.9248], [2.7965, -5.2140, -2.4760], [3.1242, -7.4107, -2.6667], [1.6906, -8.1954, -1.9420], [3.2665, -8.3447, -1.1667], [-0.1054, -4.8406, -0.2107], [-0.0482, -6.3913, -0.5998]], "atomic_forces_ev_per_a": [[0.5, 0.0, -0.1], [-0.4, -0.2, -0.5], [0.7, 0.1, 0.5], [1.0, 0.1, -0.6], [0.2, 0.1, -0.5], [-0.3, -0.4, -1.1], [0.2, -1.4, 1.2], [0.6, -0.2, 0.4], [-0.1, 0.1, -0.3], [-0.2, 1.1, -0.8], [-0.2, 0.2, 0.0], [-0.5, -0.4, 0.1], [0.4, 0.2, 0.0], [0.2, 1.3, -0.3], [-0.2, 0.0, 0.7], [0.9, 0.2, -0.6], [-0.5, -0.3, 0.1], [-0.4, 0.1, 0.5], [-0.2, 0.0, -0.4], [-0.5, -0.5, 0.6], [0.0, 0.1, -0.2], [0.3, 0.3, 0.1], [0.0, 1.2, 0.5], [-0.4, -1.1, -0.4], [-0.5, 0.4, -0.6], [0.0, 0.5, 0.8], [-0.1, -0.4, 0.2], [0.5, 0.6, -0.2], [0.0, -0.2, -0.2], [-0.5, -0.6, 0.4], [-0.5, -0.4, 0.1], [0.3, 0.4, -0.3], [0.1, 0.4, -0.1], [0.2, 0.1, 0.2], [-0.9, -1.3, 1.0], [-0.1, 0.5, 0.1], [0.7, 0.4, -0.2], [-0.2, 0.2, -0.7], [-0.1, 0.2, 0.0], [-0.1, -0.2, -0.1], [-0.2, -0.1, -0.1], [-0.1, 0.2, 0.1], [0.2, 0.1, 0.2], [-0.6, -0.3, 0.1], [-0.1, 0.0, -0.1], [-0.4, 0.4, -0.1], [0.0, -0.1, 0.3], [0.1, 0.0, -0.1], [-0.3, 0.1, 0.4], [0.1, -0.3, 0.1], [-0.1, 0.2, 0.0], [0.3, -0.2, 0.1], [0.5, 0.0, 0.1], [-0.3, -0.7, 0.0], [-0.3, 0.0, 0.1], [0.0, 0.1, -0.3], [-0.1, -0.2, -0.1], [-0.2, -0.1, 0.2], [0.1, 0.0, 0.0], [0.3, 0.1, -0.2], [-0.1, 0.1, 0.1], [0.1, 0.1, 0.1], [0.1, -0.1, -0.2], [0.2, -0.1, 0.1], [0.1, -0.1, 0.1], [0.1, 0.0, -0.1], [0.3, 0.1, 0.3], [-0.1, 0.1, 0.3], [0.3, -0.2, 0.1], [-0.1, -0.3, -0.2], [0.0, -0.1, -0.4], [0.2, 0.3, -0.1], [0.0, -0.3, 0.0], [-0.1, -0.3, -0.1], [-0.1, -0.2, -0.3], [0.3, -0.1, 0.4], [0.0, -0.1, 0.1], [0.4, -0.1, -0.2], [-0.3, 0.1, 0.2], [-0.1, 0.1, 0.0], [0.2, 0.2, -0.2], [-0.2, 0.0, -0.2], [0.0, 0.0, -0.1], [0.0, 0.1, 0.0], [0.0, 0.0, 0.0], [-0.1, 0.0, -0.1], [0.0, 0.0, 0.0], [0.1, 0.0, 0.0], [0.0, 0.0, 0.1], [0.0, -0.1, 0.1], [0.0, -0.1, 0.3], [-0.1, 0.2, 0.1], [0.1, 0.0, 0.1], [-0.1, 0.0, 0.1], [0.0, 0.3, -0.1], [0.1, -0.2, 0.1], [0.0, 0.1, 0.1], [0.0, 0.0, -0.2], [0.0, -0.2, 0.1], [0.1, 0.0, 0.0], [0.0, 0.0, 0.0], [0.0, 0.0, 0.0], [0.1, 0.0, 0.0], [0.0, 0.0, -0.1], [-0.1, 0.1, 0.0], [0.0, 0.0, 0.0], [0.0, 0.0, 0.1], [0.0, -0.1, 0.0], [0.2, 0.0, -0.1], [-0.1, 0.0, 0.0], [0.0, 0.1, -0.1], [-0.1, -0.3, -0.1], [0.1, 0.3, 0.0], [0.1, 0.0, -0.2], [0.0, -0.1, 0.1], [0.1, 0.4, 0.0], [0.0, 0.0, 0.1], [0.0, 0.0, 0.0], [0.0, 0.0, 0.0], [0.1, 0.0, 0.1], [0.0, 0.0, 0.1], [-0.1, -0.1, 0.0], [0.0, 0.0, 0.0], [0.0, 0.0, -0.1], [0.0, 0.0, 0.0], [0.0, -0.1, 0.0], [-0.2, -0.1, -0.1]]}

---

No. 2
{"formula": "C42H40HgN2O6P2", "method": "ωB97M-V/def2-TZVPD", "homo_ev": -7.74, "lumo_ev": -3.69, "energy_ev": -82209.4002, "orbital_gap_ev": 4.0, "elements": ["Hg", "C", "C", "C", "C", "C", "C", "C", "C", "C", "H", "H", "H", "H", "H", "H", "H", "H", "H", "H", "H", "H", "H", "H", "H", "P", "P", "C", "C", "C", "C", "C", "C", "C", "C", "C", "C", "C", "C", "C", "C", "C", "C", "C", "C", "C", "C", "C", "C", "C", "C", "C", "C", "H", "H", "H", "H", "H", "H", "H", "H", "H", "H", "H", "H", "H", "H", "H", "H", "H", "H", "H", "H", "H", "H", "O", "C", "O", "C", "C", "C", "C", "C", "C", "N", "O", "O", "N", "O", "O", "H", "H", "H"], "xyz": [[-0.5362, 1.5061, 0.4103], [2.2920, -3.6334, 2.2749], [1.8163, -3.1910, 1.1041], [0.7467, -3.8910, 0.3023], [-0.6778, -3.3427, 0.4996], [-1.1456, -3.2629, 1.9250], [-0.7229, -4.0263, 2.9326], [0.2564, -5.1764, 2.8889], [1.7698, -4.8492, 3.0164], [0.8796, 0.8647, 1.9496], [3.1155, -3.0722, 2.7501], [2.2138, -2.2574, 0.6672], [0.7487, -4.9586, 0.5290], [1.0272, -3.8554, -0.7617], [-0.7632, -2.3450, 0.0595], [-1.3600, -3.9899, -0.0700], [-1.9216, -2.5315, 2.1476], [-1.1593, -3.8759, 3.9300], [0.0913, -5.7539, 1.9740], [0.0030, -5.8526, 3.7210], [1.9875, -4.7599, 4.0863], [2.3051, -5.7522, 2.7057], [1.6054, 1.6790, 1.9015], [1.3816, -0.0946, 1.7448], [0.4261, 0.8731, 2.9444], [0.2746, 3.1653, -3.7643], [-2.5952, 3.8237, -2.4697], [-1.2417, 2.3194, -4.3491], [-2.4558, 2.7156, -3.9017], [0.9224, 3.6973, -5.4170], [0.5556, 3.0729, -6.6177], [1.0704, 3.5275, -7.8356], [1.9526, 4.6092, -7.8674], [2.3102, 5.2479, -6.6723], [1.7940, 4.8071, -5.4526], [1.2616, 1.6402, -3.4330], [0.7816, 0.8277, -2.3957], [1.4691, -0.3112, -1.9877], [2.6282, -0.6938, -2.6745], [3.0696, 0.0647, -3.7633], [2.4064, 1.2430, -4.1331], [-3.9939, 4.8312, -3.2174], [-3.7245, 5.5737, -4.3868], [-4.7555, 6.2557, -5.0359], [-6.0577, 6.2117, -4.5301], [-6.3258, 5.4931, -3.3665], [-5.2979, 4.8159, -2.7003], [-3.5386, 2.7290, -1.3469], [-3.6321, 3.1520, -0.0072], [-4.3776, 2.4091, 0.9037], [-5.0013, 1.2251, 0.4918], [-4.8633, 0.7777, -0.8230], [-4.1144, 1.5170, -1.7425], [-1.1198, 1.4922, -5.0649], [-3.3891, 2.4007, -4.3871], [-0.1354, 2.2326, -6.6217], [0.7735, 3.0228, -8.7554], [2.3538, 4.9524, -8.8234], [2.9979, 6.0930, -6.7026], [2.0658, 5.3180, -4.5261], [-0.1741, 1.1141, -1.9287], [1.1006, -0.8928, -1.1382], [3.1633, -1.5897, -2.3625], [3.9396, -0.2609, -4.3353], [2.7590, 1.8340, -4.9803], [-2.7104, 5.5801, -4.8024], [-4.5332, 6.8133, -5.9437], [-6.8575, 6.7334, -5.0454], [-7.3385, 5.4434, -2.9692], [-5.5194, 4.2395, -1.7961], [-3.1070, 4.0560, 0.3093], [-4.4630, 2.7512, 1.9357], [-5.5833, 0.6419, 1.2042], [-5.3333, -0.1515, -1.1482], [-3.9776, 1.1597, -2.7613], [3.2527, -1.5341, 4.7124], [2.3772, -2.1095, 5.3922], [1.1241, -2.1054, 5.3335], [2.9541, -3.0424, 6.4746], [2.2115, -4.1776, 6.8380], [2.7384, -5.1072, 7.7606], [3.9528, -4.8991, 8.4094], [4.6807, -3.7645, 8.0696], [4.2032, -2.8515, 7.0956], [5.9284, -3.5556, 8.7613], [6.2581, -4.4374, 9.5864], [6.6115, -2.5434, 8.5231], [2.0301, -6.3545, 7.9920], [1.0055, -6.5982, 7.3214], [2.4888, -7.1367, 8.8523], [1.2275, -4.3572, 6.4088], [4.3121, -5.6004, 9.1519], [4.8303, -2.0075, 6.8226]], "atomic_forces_ev_per_a": [[0.3, -0.4, 0.6], [0.1, 0.3, -0.2], [0.1, 0.0, 0.2], [0.2, -0.1, -0.3], [0.0, -0.2, -0.1], [0.2, -0.4, 0.4], [-0.2, 0.0, 0.5], [-0.1, -0.3, -0.1], [-0.2, 0.1, 0.2], [0.8, 0.2, 0.6], [-0.6, -0.3, -0.1], [0.0, -0.5, 0.3], [0.1, 0.3, -0.1], [-0.2, 0.2, 0.1], [0.0, 0.1, -0.2], [0.0, 0.2, 0.0], [0.1, 0.0, -0.1], [0.2, 0.2, -0.5], [-0.1, 0.0, 0.3], [0.1, 0.2, -0.3], [0.1, 0.3, -0.2], [0.1, 0.1, -0.1], [-0.1, 0.0, -0.2], [-0.7, 0.2, -0.4], [-0.5, -0.1, -0.5], [0.4, -0.3, -0.5], [-0.8, 0.8, -0.6], [-0.9, 0.0, 0.5], [1.0, -0.4, -0.6], [0.1, 0.3, 0.0], [0.3, 0.3, -0.1], [0.0, 0.0, 0.2], [-0.1, -0.1, 0.3], [0.0, -0.1, -0.2], [-0.2, -0.4, -0.3], [-0.1, -0.2, -0.2], [0.5, 0.0, -0.1], [0.0, 0.1, 0.0], [-0.2, 0.2, -0.1], [-0.1, 0.1, 0.2], [-0.2, -0.2, 0.3], [-0.1, 0.1, 0.1], [-0.2, -0.3, 0.3], [0.1, -0.2, 0.2], [0.2, -0.1, 0.1], [0.2, 0.0, 0.1], [0.2, 0.0, -0.3], [0.4, -0.2, 0.1], [0.1, -0.3, -0.1], [-0.1, -0.3, 0.1], [0.0, 0.1, 0.0], [0.2, 0.0, -0.1], [-0.2, 0.0, 0.4], [-0.3, 0.5, 0.1], [0.4, -0.2, 0.2], [0.2, 0.2, 0.0], [0.1, 0.2, 0.2], [-0.1, -0.1, 0.3], [-0.2, -0.2, 0.1], [-0.1, -0.2, -0.3], [0.1, -0.2, -0.2], [0.1, 0.0, -0.3], [-0.1, 0.2, -0.1], [-0.2, 0.1, 0.2], [-0.1, -0.2, 0.3], [-0.4, 0.1, 0.1], [-0.1, -0.1, 0.2], [0.1, -0.1, 0.1], [0.2, 0.1, -0.1], [0.0, 0.3, -0.3], [-0.3, -0.1, -0.1], [0.0, -0.1, -0.3], [0.1, 0.2, -0.2], [0.1, 0.2, 0.2], [-0.2, 0.0, 0.3], [-0.4, 0.2, -0.1], [-0.1, -0.1, 0.1], [0.7, 0.2, -0.3], [0.2, -0.9, 0.9], [0.4, -0.4, 0.5], [0.3, 1.1, -0.7], [-0.3, -0.1, -0.1], [-1.6, 0.3, -1.0], [0.2, -0.4, 0.2], [2.1, 0.0, 1.3], [-0.3, 1.7, -1.4], [-1.3, -1.7, 0.3], [-1.1, -2.0, 0.6], [1.9, 0.5, 1.1], [-0.8, 1.4, -1.5], [0.3, 0.2, 0.0], [0.0, 0.1, -0.2], [-0.2, -0.1, 0.0]]}

---

No. 3
{"formula": "C5H8O2", "method": "ωB97M-V/def2-TZVPD", "homo_ev": [-8.25, -8.25], "lumo_ev": [-1.15, -1.14], "energy_ev": -9404.6150, "orbital_gap_ev": [7.1, 7.1], "elements": ["O", "C", "C", "C", "C", "O", "C", "H", "H", "H", "H", "H", "H", "H", "H"], "xyz": [[-2.1496, 0.8160, 1.0138], [-1.2521, -0.2302, 0.7907], [-0.7651, -0.4214, -0.6733], [0.6377, -0.1919, -0.2044], [1.7781, 0.1195, -1.0300], [1.4835, 1.0387, -1.9060], [0.2277, -0.0023, 1.2208], [-1.8546, 1.5805, 0.4994], [-1.6990, -1.1233, 1.2320], [-1.1173, 0.3015, -1.4132], [-0.9180, -1.4307, -1.0784], [2.7762, 0.1220, -0.5432], [1.7390, -1.0292, -1.3700], [0.4371, 1.0564, 1.4447], [0.6762, -0.6055, 2.0168]], "atomic_forces_ev_per_a": [[0.1, 0.2, 0.0], [0.0, -0.3, 0.1], [0.0, 0.0, 0.0], [0.0, 0.2, -0.2], [0.0, -0.1, 0.4], [0.1, -0.2, -0.4], [0.1, -0.1, 0.1], [-0.1, -0.1, 0.1], [0.1, 0.1, -0.1], [0.0, 0.0, 0.1], [0.1, 0.2, 0.1], [-0.2, 0.2, 0.0], [0.2, 0.0, 0.0], [0.0, -0.1, 0.0], [-0.1, 0.0, -0.1]]}

---

No. 4
{"formula": "C5H9NO", "method": "ωB97M-V/def2-TZVPD", "homo_ev": -9.44, "lumo_ev": 1.09, "energy_ev": -8866.3338, "orbital_gap_ev": 10.5, "elements": ["C", "C", "C", "C", "C", "N", "O", "H", "H", "H", "H", "H", "H", "H", "H", "H"], "xyz": [[0.3712, 1.2452, 1.5131], [-0.1027, 0.9112, 0.1063], [0.9833, 0.6007, -0.9690], [0.3307, -0.7809, -1.2541], [-0.6246, -0.4924, -0.1232], [-1.4998, -1.1502, 0.5123], [-1.6224, -2.4366, -0.0163], [0.8600, 2.2256, 1.5370], [1.0886, 0.4967, 1.8691], [-0.4706, 1.2615, 2.2126], [-0.8178, 1.6672, -0.2419], [1.0138, 1.2889, -1.8175], [1.9887, 0.5249, -0.5432], [0.9616, -1.6626, -1.1063], [-0.1618, -0.8681, -2.2281], [-2.2981, -2.8310, 0.5491]], "atomic_forces_ev_per_a": [[0.0, 0.0, 0.1], [-0.1, 0.1, 0.1], [0.2, 0.1, -0.1], [0.0, -0.1, -0.1], [-0.3, -0.2, 0.2], [0.4, 0.5, -0.2], [-0.2, -0.3, 0.0], [-0.1, -0.1, 0.0], [-0.1, 0.1, -0.1], [0.1, 0.0, -0.1], [0.1, -0.1, 0.0], [0.0, -0.1, 0.1], [-0.2, 0.0, 0.0], [-0.1, 0.1, 0.0], [0.1, 0.0, 0.1], [0.1, 0.0, -0.1]]}